[1]
Entry from OMol25: a gas-phase ion, C3H9NOS (charge +1) at a distorted geometry (wB97M-V/def2-TZVPD).

Geometry as XYZ:
```
15
Properties=species:S:1:pos:R:3:forces:R:3
C -0.4195 -0.2142 0.2492 -1.23 -1.75 -1.03
C 1.0095 -0.5739 0.7802 -0.04 1.38 0.27
S 1.0977 -0.1269 2.5007 0.00 0.07 0.21
N -0.4421 -0.4212 -1.1639 1.19 0.79 0.07
C -0.5050 0.7103 -2.0939 0.04 0.23 -0.29
O -1.7721 0.7323 -2.6606 0.05 -0.08 -0.32
H -1.1026 -0.9842 0.6541 0.15 0.29 0.24
H -0.8281 0.7651 0.4364 0.27 0.33 0.47
H 1.6730 0.1367 0.2839 0.36 -0.38 0.02
H 1.2766 -1.5987 0.5885 -0.04 -0.32 -0.21
H 0.1581 -0.9770 2.9452 0.07 -0.07 0.01
H 0.0905 -1.2083 -1.5309 -0.50 -0.34 0.12
H -0.3113 1.6332 -1.5545 0.03 0.06 0.38
H 0.2880 0.5846 -2.8365 -0.04 -0.13 0.02
H -1.6681 0.9058 -3.6058 -0.30 -0.09 0.06
```
Forces are in eV/Å.

Values from the calculation:
2S+1: 2
max |F|: 2.37 eV/Å
HOMO-LUMO gap (alpha / beta): 10.77 / 5.37 eV
expectation value of S²: 0.757
net charge: +1
ΔE to the lowest compared entry with this formula, charge and spin: 0.5714 eV
highest occupied orbital energy (alpha / beta): -0.5120 / -0.4982 Ha

---

[2]
Entry from OMol25: a single C5H9N molecule at a distorted geometry (wB97M-V/def2-TZVPD).

Geometry as XYZ:
```
15
Properties=species:S:1:pos:R:3:forces:R:3
C -2.1753 -0.9747 0.8750 1.11 -0.49 -0.20
C -0.8732 -1.0994 0.5154 -0.98 -0.12 3.16
C 0.0097 0.0113 0.3314 2.12 1.17 -1.53
N -0.4342 1.3931 0.3512 -0.33 -1.02 0.10
C 1.2397 -0.2291 -0.1905 -1.13 -0.63 -1.38
C 1.9459 0.6184 -1.2152 0.22 0.42 0.55
H -2.5847 -0.0201 1.1856 -0.25 0.04 -0.69
H -2.7853 -1.8616 0.9895 -0.01 0.10 0.22
H -0.3094 -1.9916 0.8094 -0.54 -0.43 -1.24
H -0.7734 1.5293 1.3020 -0.13 0.40 -0.15
H -1.2559 1.4105 -0.2511 -0.15 0.38 0.15
H 1.5576 -1.2589 -0.2619 -0.07 -0.35 0.44
H 2.8054 1.0861 -0.7493 0.16 0.67 -0.07
H 2.3833 0.0434 -2.0432 -0.39 -0.30 0.37
H 1.2498 1.3433 -1.6482 0.38 0.16 0.28
```
Forces are in eV/Å.

Values from the calculation:
structure (SMILES): C=C/C(N)=C/C
2S+1: 1
max |F|: 3.31 eV/Å
HOMO-LUMO gap: 9.12 eV
net charge: 0
ΔE to the lowest compared entry with this formula, charge and spin: 2.0172 eV
highest occupied orbital energy: -0.3052 Ha

---

[3]
Entry from OMol25: a molecular structure, C2H15O17S2Tl3 at a distorted geometry (wB97M-V/def2-TZVPD).

Geometry as XYZ:
```
39
Properties=species:S:1:pos:R:3:forces:R:3
Tl 19.7338 13.8674 12.5782 0.06 0.09 -0.32
Tl 18.8958 11.1333 20.6244 0.08 -0.04 0.32
Tl 13.8803 18.9348 16.7195 -0.21 0.22 0.00
S 19.5349 16.9588 17.7022 1.00 -0.67 0.87
O 20.6629 17.7871 18.0412 -0.26 -0.42 0.19
O 18.9034 17.2843 16.4406 -0.89 0.45 -1.57
O 19.8742 15.5405 17.5089 0.47 0.16 0.00
O 18.4240 17.0833 18.6369 -0.32 0.48 0.50
S 15.1514 12.3561 16.2673 -1.39 -0.30 1.31
O 16.4590 11.8121 16.0250 2.28 -2.12 -0.21
O 14.2842 11.5481 15.3781 0.50 0.51 1.09
O 14.9855 12.2626 17.7435 -0.27 -0.01 -2.00
O 15.1922 13.7025 15.7979 -1.11 1.94 -0.20
O 21.8667 7.1346 14.7157 -0.11 1.75 1.46
C 21.5891 7.9451 15.7228 0.21 -1.84 -3.30
O 21.0544 7.5054 16.7514 -0.01 1.37 0.87
O 21.7094 9.1776 15.5970 -0.27 0.05 1.26
H 21.8189 6.2664 15.1225 0.27 -1.53 -0.35
C 10.1181 9.4629 18.4756 0.43 1.97 -1.33
O 9.4914 10.1273 19.5448 0.48 -1.04 -0.60
H 9.5518 8.6681 17.9900 -0.28 -0.72 0.54
H 10.1987 10.1774 17.6564 -0.25 0.34 -0.04
H 11.1592 9.2102 18.6764 -0.07 -0.74 0.50
H 9.6726 9.5213 20.2670 -0.41 0.14 0.97
O 15.0650 12.5830 11.0131 0.31 0.26 0.36
H 14.6644 12.2673 10.2031 -0.11 -0.05 -0.38
H 14.6317 12.0840 11.7055 -0.17 -0.18 0.08
O 12.8348 16.1161 11.8761 0.22 0.19 0.36
H 13.3760 15.3269 11.8509 0.14 -0.22 -0.18
H 11.9497 15.8064 11.6839 -0.33 0.00 -0.15
O 12.2931 15.0130 20.2671 0.20 0.25 -0.23
H 12.9270 14.4353 19.8420 0.11 -0.17 -0.04
H 11.7042 14.4205 20.7344 -0.29 -0.07 0.22
O 9.8672 11.5115 12.8362 0.10 0.35 0.06
H 9.3755 10.6902 12.8319 -0.34 -0.28 -0.11
H 10.7368 11.2689 13.1543 0.23 -0.09 0.04
O 12.8883 6.8361 13.8730 0.12 0.14 -0.25
H 12.5392 6.2432 14.5384 -0.19 -0.40 0.15
H 13.1247 7.6274 14.3570 0.07 0.23 0.11
```
Forces are in eV/Å.

Values from the calculation:
2S+1: 1
max |F|: 3.78 eV/Å
HOMO-LUMO gap: 1.21 eV
net charge: +4
highest occupied orbital energy: -0.6650 Ha

---

[4]
Entry from OMol25: 2 unconnected molecules or ions with the total composition C10H6BF6N3O11 at a distorted geometry (wB97M-V/def2-TZVPD).

Geometry as XYZ:
```
37
Properties=species:S:1:pos:R:3:forces:R:3
N 1.0414 -0.8396 0.5134 0.32 1.13 0.31
C 1.2591 -1.2195 1.8112 0.76 -1.25 -0.59
N 2.3481 -1.9372 2.1076 -0.33 -0.20 0.63
N 0.4074 -0.9424 2.7969 0.07 -0.05 -0.58
C -0.1973 0.3918 2.7301 -2.03 -1.62 -1.57
O 0.3171 1.2370 3.3108 1.67 2.50 2.05
C -1.5300 0.7141 1.9636 -0.32 0.14 0.28
F -1.3113 0.8222 0.6656 0.05 -0.68 -0.71
F -1.9036 1.9271 2.3677 -0.08 0.35 0.58
C -2.7251 -0.2242 2.2822 0.20 -1.29 -0.30
F -3.1109 -0.0815 3.5605 0.38 0.31 0.57
F -3.7859 0.0813 1.5421 -0.05 0.58 -0.70
C -2.4717 -1.7570 2.0712 -1.76 -0.27 0.75
F -1.6053 -2.0118 1.1041 0.57 0.08 -0.17
F -2.0621 -2.3003 3.2535 0.68 0.06 -0.05
C -3.8174 -2.4855 1.7101 0.26 0.92 2.63
O -4.0240 -2.8056 0.6267 -0.40 -1.15 -3.83
O -4.6947 -2.7258 2.6945 0.60 0.69 0.71
H 1.9482 -0.5916 0.0789 -0.27 -0.05 -0.33
H 0.7351 -1.6384 -0.0506 -0.24 0.21 0.12
H 3.2275 -1.7666 1.6334 -0.33 -0.61 -0.39
H 2.2245 -2.6974 2.7672 0.74 0.46 0.31
H 0.8000 -1.1156 3.7187 -0.20 0.14 0.00
H -4.4104 -2.2586 3.4986 -0.23 -0.32 0.04
B 1.7987 1.8696 -3.7541 -0.23 0.62 -0.62
O 1.6243 0.4513 -3.3324 0.46 0.08 0.46
C 2.4499 0.2239 -2.3460 -0.73 -1.02 -0.58
O 2.5645 -0.8347 -1.7626 -0.01 0.05 0.37
C 3.2302 1.4756 -2.0419 0.92 1.44 0.32
O 4.0645 1.5855 -1.1814 -0.25 -0.33 0.08
O 2.8452 2.4302 -2.8668 -0.17 -0.80 0.16
O 2.1966 1.9550 -5.1660 -0.41 0.09 0.45
C 1.2739 2.6751 -5.8119 0.97 -0.35 -1.06
O 1.2969 2.9334 -6.9790 -0.11 0.02 0.19
C 0.2155 3.0959 -4.8269 -1.09 0.48 0.81
O -0.7567 3.7495 -5.0670 0.17 -0.10 -0.06
O 0.5379 2.6146 -3.6221 0.41 -0.26 -0.28
```
Forces are in eV/Å.

Values from the calculation:
2S+1: 1
max |F|: 4.02 eV/Å
HOMO-LUMO gap: 6.78 eV
net charge: 0
highest occupied orbital energy: -0.3373 Ha

---

[5]
Entry from OMol25: a molecular structure, C12H18AsS8SbTc (wB97M-V/def2-TZVPD).

Geometry as XYZ:
```
41
Properties=species:S:1:pos:R:3:forces:R:3
Tc 0.9843 -0.1501 -0.2024 0.05 -0.04 0.06
C -1.8671 -0.5207 -2.2723 0.00 -0.01 0.01
C -1.1741 0.0167 -1.0505 -0.03 0.05 -0.04
C -1.0536 -0.8226 0.1162 -0.05 -0.03 0.00
C -1.5376 -2.2486 0.0730 0.02 -0.01 -0.02
C -0.7344 -0.2155 1.3763 0.00 0.02 -0.02
C -0.9764 -1.0185 2.6208 -0.02 -0.02 -0.01
C -0.1402 1.0635 1.3911 0.03 0.02 -0.03
C 0.3284 1.7530 2.6435 -0.01 -0.01 0.02
C 0.0119 1.7785 0.1515 0.03 -0.05 0.00
C 0.6805 3.1258 0.1407 -0.01 0.00 0.00
C -0.7171 1.3354 -1.0072 0.02 0.01 0.02
C -0.8848 2.2698 -2.1722 -0.01 -0.01 0.00
H -2.9491 -0.4345 -2.1427 0.00 0.00 0.00
H -1.6553 -1.5752 -2.4328 0.00 0.01 0.00
H -1.5927 0.0230 -3.1701 -0.01 0.00 0.00
H -1.2428 -2.7370 -0.8525 -0.01 0.01 0.00
H -2.6269 -2.2967 0.1475 0.00 0.00 0.01
H -1.1089 -2.8313 0.8835 -0.01 0.00 0.01
H -2.0049 -1.3830 2.6052 0.00 0.00 0.01
H -0.8355 -0.4444 3.5279 0.00 0.01 0.00
H -0.3188 -1.8872 2.6632 0.01 0.00 0.01
H 1.4026 1.9309 2.6101 -0.01 0.01 0.00
H 0.1247 1.1822 3.5406 0.01 0.00 0.00
H -0.1646 2.7224 2.7330 -0.01 0.00 0.00
H -0.0253 3.9121 0.4213 0.00 0.00 0.00
H 1.0679 3.3596 -0.8486 0.00 0.00 0.00
H 1.5130 3.1583 0.8378 0.00 0.00 0.00
H -0.0486 2.1908 -2.8701 0.00 0.00 0.00
H -0.9431 3.2991 -1.8265 0.00 0.00 0.00
H -1.8024 2.0544 -2.7138 0.00 0.00 0.00
S 2.4010 -0.5664 -5.5084 0.00 0.01 -0.01
Sb 1.0160 -1.9347 -4.1446 0.00 0.03 -0.01
S 2.1944 -1.2795 -2.0086 -0.01 0.00 0.05
S 2.3224 0.7339 -1.8963 -0.02 -0.03 0.02
S 0.5004 0.2172 -4.9809 0.02 -0.02 0.00
S 3.3661 -4.2711 2.6143 -0.02 0.00 0.02
As 2.5125 -2.9007 4.1143 0.04 0.06 -0.02
S 2.3330 -1.4474 1.0153 0.03 0.05 -0.08
S 2.3758 -0.9112 2.9954 0.00 -0.02 0.03
S 1.2695 -4.2501 2.8781 -0.03 -0.04 -0.03
```
Forces are in eV/Å.

Values from the calculation:
2S+1: 1
max |F|: 0.10 eV/Å
HOMO-LUMO gap: 6.76 eV
net charge: +1
ΔE to the lowest compared entry with this formula, charge and spin: 0.2315 eV
highest occupied orbital energy: -0.4069 Ha

---

[6]
Entry from OMol25: a molecular structure, C27H18F3N5SSn at a distorted geometry (wB97M-V/def2-TZVPD).

Geometry as XYZ:
```
55
Properties=species:S:1:pos:R:3:forces:R:3
Sn 0.9077 1.0095 -0.7151 -0.98 -0.59 -1.69
F 4.8644 5.7716 0.6692 -0.86 -0.96 -1.64
C 4.1863 5.2383 -0.4583 0.61 1.42 0.50
F 2.9594 5.8045 -0.4224 1.08 -0.81 -0.08
F 4.8450 5.7528 -1.5501 -0.66 -0.52 1.02
C 4.2570 3.7183 -0.4351 -0.91 -1.41 -0.50
C 5.4767 3.1414 -0.0869 -1.50 0.10 0.24
C 5.6025 1.7582 0.0927 -0.27 0.03 -0.39
C 4.5102 0.9536 -0.1508 -0.88 1.01 -0.37
N 3.3149 1.4694 -0.5796 1.95 0.57 0.06
C 3.1566 2.8063 -0.8073 1.60 0.34 1.10
S 1.6425 3.3381 -1.4642 0.26 0.87 -0.15
H 6.2640 3.8210 0.1376 0.73 0.20 0.15
H 6.5334 1.3179 0.3957 0.26 -0.04 0.06
H 4.5749 -0.1334 -0.0389 -0.20 0.35 -0.01
N -7.1683 -5.7735 -0.5817 0.90 0.57 -0.07
C -6.2623 -5.0528 -0.6336 -1.35 -0.59 0.10
C -5.1919 -4.1143 -0.6696 0.57 0.62 0.24
C -3.9981 -4.4567 -1.2959 0.00 -0.64 -0.93
C -2.9326 -3.5783 -1.3480 0.32 0.45 0.35
C -2.9869 -2.3447 -0.6678 0.81 0.52 -0.77
C -4.1831 -2.0410 0.0038 0.56 1.35 0.15
C -5.2840 -2.8601 -0.0404 -0.47 -0.72 0.62
C -1.8331 -1.3508 -0.8124 -0.90 -0.74 0.79
C -2.1186 0.0474 -0.9329 -0.97 0.28 -0.67
C -3.3852 0.6318 -1.1618 0.40 0.85 0.58
C -3.2124 2.0454 -1.2544 0.97 -0.86 0.14
C -1.8301 2.2654 -1.2192 -1.17 -0.75 0.29
N -1.1791 1.0615 -1.0178 0.00 0.79 0.23
C -0.5104 -1.8485 -0.8578 1.64 -0.13 -0.71
C -0.0343 -3.1903 -0.9272 0.26 0.58 0.56
C 1.3224 -3.1548 -1.3161 0.52 -0.07 0.46
C 1.7107 -1.8208 -1.4133 -0.94 -0.26 0.44
N 0.6254 -1.0041 -1.1329 -0.50 -1.95 -0.03
H -3.9652 -5.4055 -1.8554 0.13 0.48 0.43
H -2.0105 -3.7999 -1.8863 -0.68 -0.15 -0.06
H -4.2175 -1.0604 0.5145 -0.19 -0.86 -0.18
H -6.1973 -2.6000 0.5078 0.37 -0.04 -0.34
H -4.3207 0.0999 -1.2109 0.05 0.12 -0.05
H -3.9899 2.7924 -1.2209 0.05 0.01 -0.47
H -1.2900 3.1855 -1.3799 0.09 -0.01 0.20
H -0.5557 -4.0757 -0.5529 0.22 0.44 -0.48
H 1.9700 -4.0390 -1.3962 -0.33 0.62 -0.11
H 2.6742 -1.3603 -1.6176 -0.18 -0.27 -0.07
C 0.4312 0.3400 4.1064 -0.08 0.23 -1.30
C -0.4024 1.2667 3.4293 1.63 -0.90 0.12
C -0.0538 1.6508 2.1280 -0.08 -0.18 0.90
N 0.9145 1.0204 1.4647 1.41 -0.96 2.02
C 1.7533 0.1179 2.1253 -2.56 1.27 0.34
C 1.5625 -0.2271 3.4566 -1.05 0.85 -0.66
H 0.1698 0.0290 5.1017 -0.01 -0.03 0.25
H -1.2825 1.6634 3.8966 -0.10 0.25 0.19
H -0.5307 2.5186 1.6620 -0.12 -0.65 -0.27
H 2.4826 -0.3617 1.5369 0.76 -0.37 -0.76
H 2.2144 -0.9831 3.8829 -0.18 0.28 0.23
```
Forces are in eV/Å.

Values from the calculation:
2S+1: 1
max |F|: 2.88 eV/Å
HOMO-LUMO gap (alpha / beta): 4.74 / 4.97 eV
net charge: 0
highest occupied orbital energy (alpha / beta): -0.2138 / -0.2232 Ha

---

[7]
Entry from OMol25: 2 unconnected molecules or ions with the total composition C4H12 at a distorted geometry (wB97M-V/def2-TZVPD).

Geometry as XYZ:
```
16
Properties=species:S:1:pos:R:3:forces:R:3
C -1.2278 -1.7505 -0.4121 -0.10 0.78 -0.80
C 0.2549 -2.0758 -0.6561 -1.20 -0.98 0.28
H -1.9013 -2.5639 -0.6760 0.21 -0.39 0.37
H -1.4258 -1.4133 0.5998 -0.07 0.01 0.11
H -1.5614 -0.9641 -1.1012 0.14 0.13 0.23
H 0.2645 -2.7722 -1.4965 0.53 0.22 -0.12
H 0.6015 -2.6303 0.2166 0.41 0.09 -0.09
H 0.8697 -1.2039 -0.8373 0.08 -0.02 -0.08
C 0.1264 1.2498 0.6374 -0.69 1.36 -1.18
C 0.8630 2.5816 0.4921 0.41 0.23 -0.68
H -0.6861 1.2414 -0.1010 0.17 -0.13 -0.07
H 0.7872 0.4440 0.3492 -0.07 -0.41 0.84
H -0.4156 1.2372 1.5790 0.50 -0.68 0.33
H 1.5411 2.6147 -0.3689 0.02 -0.45 0.07
H 1.4823 2.8089 1.3513 -0.03 0.16 0.27
H 0.2061 3.4164 0.2593 -0.31 0.09 0.52
```
Forces are in eV/Å.

Values from the calculation:
structure (SMILES): CC.CC
2S+1: 1
max |F|: 1.93 eV/Å
HOMO-LUMO gap: 12.78 eV
net charge: 0
ΔE to the lowest compared entry with this formula, charge and spin: 0.3420 eV
highest occupied orbital energy: -0.4267 Ha

---

[8]
Entry from OMol25: a molecular structure, C15H35N7O11Pb at a distorted geometry (wB97M-V/def2-TZVPD).

Geometry as XYZ:
```
69
Properties=species:S:1:pos:R:3:forces:R:3
Pb 0.8327 -0.3154 0.5880 0.71 -0.01 0.04
N 2.8427 -2.4266 1.4603 -0.70 0.99 0.69
O 1.6550 -2.8350 1.3263 0.12 -0.17 -0.28
O 3.6034 -2.9330 2.2594 0.37 -0.47 -0.19
O 3.1597 -1.3638 0.8398 0.27 -0.23 -0.13
N 2.1216 2.5968 0.6334 0.41 -0.69 0.35
O 1.6325 2.1181 -0.4281 -0.19 0.09 -0.20
O 2.4872 3.7613 0.6910 -0.16 -0.11 0.13
O 2.2285 1.8055 1.6253 -0.21 0.65 -0.56
C -3.0832 2.0970 0.2244 -0.81 -0.07 0.63
C -1.7653 2.2832 0.9206 0.44 -0.08 -0.42
O -1.0279 1.3281 1.1382 -0.57 0.32 0.47
N -1.4676 3.5291 1.3298 0.50 0.14 0.23
C -0.4120 3.7973 2.3102 -0.69 -0.25 0.56
H -3.0923 1.1890 -0.3678 0.23 0.07 -0.23
H -3.4786 2.9555 -0.3178 0.34 0.04 -0.18
H -3.8097 1.9364 1.0372 0.10 -0.05 -0.13
H -2.0538 4.2969 1.0598 -0.19 -0.07 0.01
H 0.3549 3.0299 2.2898 0.09 0.09 -0.34
H -0.8589 3.7417 3.3150 0.10 0.13 -0.12
H -0.0035 4.7922 2.1793 0.17 -0.03 -0.22
C -3.4894 -1.9882 0.8805 -0.43 -0.31 -0.61
C -2.0953 -2.3593 0.4487 0.69 0.15 0.32
O -1.1231 -1.9115 1.0578 -0.60 -0.26 -0.14
N -1.9639 -3.1616 -0.6256 -0.25 -0.05 0.17
C -0.6823 -3.6291 -1.1462 -0.57 0.01 -0.12
H -4.2451 -2.3518 0.1756 0.08 0.17 -0.01
H -3.5251 -0.9029 0.9256 -0.08 0.03 0.17
H -3.7575 -2.4181 1.8424 0.33 0.10 0.18
H -2.8109 -3.5185 -1.0317 0.03 -0.02 -0.06
H -0.5841 -3.2749 -2.1724 0.30 0.11 0.07
H -0.6764 -4.7189 -1.1628 0.11 -0.02 0.13
H 0.1112 -3.2521 -0.5090 0.12 -0.01 -0.08
C 2.9421 -2.9775 -3.0288 -0.29 -0.10 -0.47
C 2.4160 -1.5889 -2.7588 0.58 -0.22 0.50
O 1.6605 -1.4044 -1.8226 -0.46 0.24 0.08
N 2.9007 -0.5992 -3.5406 -0.20 -0.64 -0.24
C 2.5669 0.7859 -3.3680 0.77 0.76 0.43
H 3.3894 -3.3871 -2.1276 0.05 0.17 0.11
H 3.6582 -3.0155 -3.8510 -0.01 -0.05 0.05
H 2.0838 -3.6082 -3.2708 0.08 -0.05 -0.04
H 3.4224 -0.9120 -4.3394 0.18 0.29 -0.02
H 2.0907 0.9319 -2.4009 -0.39 -0.18 -0.20
H 1.9889 1.1980 -4.1942 -0.24 -0.11 0.07
H 3.4815 1.3848 -3.2704 -0.03 -0.14 -0.25
C -1.8408 0.0817 -3.5493 -0.68 -0.30 0.21
C -0.9736 0.8753 -2.6145 0.33 0.59 -0.11
O -0.6531 0.4218 -1.5298 -0.37 -0.46 0.29
N -0.5074 2.0943 -2.9794 -0.34 -0.60 0.33
C -0.7440 2.7628 -4.2376 0.39 0.57 0.73
H -2.2714 -0.7253 -2.9546 0.37 -0.16 -0.08
H -1.2455 -0.3304 -4.3630 -0.08 -0.01 -0.09
H -2.7199 0.6032 -3.9361 0.37 0.36 -0.22
H 0.0357 2.5153 -2.2300 0.15 0.15 -0.27
H 0.1643 3.3127 -4.4871 0.01 -0.15 -0.32
H -1.5242 3.5185 -4.1257 -0.24 -0.15 -0.29
H -0.9770 2.0326 -5.0013 -0.08 0.09 -0.21
C 1.5491 1.0645 4.7952 -0.13 0.59 0.99
C 0.7517 -0.1010 4.3210 0.16 0.06 -0.69
O 0.6231 -0.3245 3.1187 0.00 -0.20 0.20
N 0.1697 -0.8997 5.2278 0.07 -0.23 0.29
C -0.5593 -2.0717 4.7970 -0.62 0.35 -0.64
H 1.5796 1.1332 5.8892 0.05 -0.14 -0.12
H 1.0752 1.9831 4.4506 0.07 -0.04 -0.24
H 2.5680 1.0495 4.4234 -0.02 -0.15 -0.26
H 0.1605 -0.6507 6.1991 0.21 0.08 0.02
H -1.5609 -1.7695 4.4676 -0.02 -0.18 0.10
H -0.6468 -2.8074 5.5871 0.17 -0.03 0.12
H -0.0776 -2.4736 3.9081 0.15 -0.20 0.13
```
Forces are in eV/Å.

Values from the calculation:
2S+1: 1
max |F|: 1.40 eV/Å
HOMO-LUMO gap: 8.42 eV
net charge: 0
ΔE to the lowest compared entry with this formula, charge and spin: 0.0000 eV
highest occupied orbital energy: -0.3005 Ha